Molecular formula: C6H6LiO2Pd
Method: DFT, wB97M-V/def2-TZVPD

The geometry in XYZ format:
```
16
Properties=species:S:1:pos:R:3:forces:R:3:mulliken_charge:R:1
C 0.555 -1.649 1.308 1.1985 -0.2527 0.8002 -1.044
C 0.123 -1.657 0.028 -0.7931 -0.1957 -0.6129 -0.129
C 0.141 -0.485 -0.909 -1.3376 1.3441 2.2616 0.944
H 0.542 -2.572 1.892 0.1095 0.1708 -0.0924 0.373
H 1.072 -0.777 1.727 0.2378 -0.3906 -0.1248 0.391
H -0.316 -2.568 -0.391 0.3058 0.0888 0.0989 0.368
H -0.772 -0.576 -1.527 0.2328 0.3829 0.3199 0.411
C 1.257 -0.571 -1.887 2.0195 0.4009 -1.4686 -0.381
O 2.372 -0.923 -1.812 -0.8802 0.0944 0.4811 -0.233
O -2.155 0.594 0.634 -2.3318 4.5750 -3.8515 -0.863
C -1.178 1.429 0.263 -0.8953 0.7184 0.5048 0.207
C 0.044 0.976 -0.094 0.7375 -2.1777 -2.9690 -0.625
Pd -1.337 -0.687 1.544 1.7991 -4.4578 4.0723 0.700
Li -3.887 0.988 0.104 -0.6423 0.0826 -0.0838 0.929
H 0.827 1.706 -0.291 0.0313 -0.2078 0.2788 0.429
H -1.429 2.496 0.251 0.2085 -0.1757 0.3855 0.525
```
Positions in Å, forces in eV/Å.

Values from the calculation:
- Multiplicity: 4
- <S²>: 3.766
- E_LUMO (alpha / beta): -0.317 / -0.418 Ha
- HOMO (alpha / beta): -14.903 / -18.984 eV
- E: -517.27735 a.u.
- Total charge: +2


Molecular formula: C3H11NO
Method: DFT, wB97M-V/def2-TZVPD

The geometry in XYZ format:
```
16
Properties=species:S:1:pos:R:3:forces:R:3:mulliken_charge:R:1
C -0.048 1.034 -1.166 1.0212 0.8607 -0.5692 -1.188
N -0.151 0.040 -0.140 0.2071 -0.5811 0.1061 0.052
C -1.521 -0.341 0.163 0.2005 0.5348 0.1882 -1.162
C 0.689 -1.140 -0.387 -0.1752 0.0690 0.1545 -0.855
H -0.413 1.996 -0.820 -0.4726 0.0494 0.0868 0.345
H -0.487 0.810 -2.151 -0.3104 -0.2821 0.1804 0.363
H 1.010 1.246 -1.379 -0.1098 -0.2453 0.1230 0.400
H -1.576 -0.749 1.173 -0.0447 -0.1904 -0.1054 0.300
H -2.141 0.551 0.137 -0.1305 0.0696 0.0431 0.364
H -1.897 -1.049 -0.573 -0.2572 -0.2485 -0.0810 0.381
H 0.081 -2.043 -0.390 -0.0063 -0.1167 -0.0885 0.346
H 1.427 -1.255 0.406 0.1648 -0.0885 -0.0345 0.204
H 1.198 -1.068 -1.344 0.0936 -0.0199 -0.0946 0.387
O 1.051 0.557 2.457 0.2266 -0.0438 0.0512 -0.674
H 1.893 1.021 2.502 -0.0789 -0.0524 -0.0087 0.309
H 0.884 0.392 1.512 -0.3283 0.2851 0.0486 0.427
```
Positions in Å, forces in eV/Å.

Values from the calculation:
- Multiplicity: 1
- E_LUMO: 0.033 Ha
- HOMO: -8.850 eV
- E: -250.86509 a.u.


Molecular formula: C3H7N2O2
Method: DFT, wB97M-V/def2-TZVPD

The geometry in XYZ format:
```
14
Properties=species:S:1:pos:R:3:forces:R:3:mulliken_charge:R:1
C -0.655 1.341 -0.330 -3.6471 1.3232 1.6562 -0.576
N -1.427 0.290 -0.064 0.7510 -0.9103 0.3815 0.533
O -2.584 0.207 0.442 1.7125 0.6485 -0.8866 -0.549
C -0.789 -1.104 -0.289 -1.6334 0.4612 -1.0723 -0.615
N 0.619 -0.938 -0.404 2.5505 0.9201 0.7305 -0.112
C 1.256 -0.325 0.603 -1.4592 -0.6822 -0.1517 0.189
O 2.316 0.367 0.396 -0.0352 -0.9796 -1.6387 -0.387
H -1.148 2.318 -0.037 0.7817 -1.2671 -0.5994 0.313
H 0.252 1.326 -0.869 0.4968 -0.2809 -0.4150 0.370
H -1.311 -1.546 -1.175 0.9651 0.4009 0.5699 0.373
H -1.029 -1.728 0.541 -0.3597 -0.0955 0.8640 0.354
H 1.073 -0.812 -1.298 -0.2107 -0.0851 -0.4426 0.317
H 0.823 -0.531 1.591 0.2491 0.6269 -0.0759 0.369
H 2.603 1.136 0.894 -0.1616 -0.0799 1.0802 0.423
```
Positions in Å, forces in eV/Å.

Values from the calculation:
- Multiplicity: 1
- E_LUMO (alpha / beta): -0.202 / -0.202 Ha
- HOMO (alpha / beta): -13.501 / -13.500 eV
- E: -378.10817 a.u.
- Total charge: +1